Computed, not measured: C25H24N6O2SbSe4TcTe as an isolated structure, with wB97M-V/def2-TZVPD.

Each line ends with the Mulliken charge.
Geometry (Å):
Te: 2.5805 -1.4768 -1.2783  0.2666
Sb: 1.3861 0.6155 -4.2028  0.2959
Tc: -0.4372 1.4770 -0.6025  0.5367
Se: 0.3657 -0.6102 -2.1647  0.0040
Se: -0.4688 2.3899 -4.2364  -0.2176
Se: 0.5181 3.1726 -2.2254  0.0400
Se: 2.6552 2.3877 -2.8850  -0.1949
O: 1.5370 1.3334 -0.1042  -0.6775
O: -2.2150 0.7962 -1.7038  -0.4562
N: -3.4834 -0.9943 -1.0035  0.1879
N: 0.8612 1.4888 2.0523  -1.3300
N: -0.9029 -1.0785 2.1545  -0.1422
N: -0.2483 1.9532 1.3764  1.0287
N: -1.8853 2.9208 -0.1734  0.6457
N: -1.6479 -0.1390 0.1982  0.8176
C: -1.7674 -1.0692 1.1508  0.8403
C: -2.6370 3.5229 -1.1057  0.0147
C: 4.6678 0.1069 3.2879  -0.8198
C: -1.2336 2.7254 3.5059  -1.8915
C: 1.7932 1.2480 1.1604  0.4509
C: -3.2580 3.9025 1.5296  -0.8092
C: 1.5728 -5.6880 -1.3670  -0.6350
C: 2.4590 -5.1832 -3.5471  -0.6218
C: -2.8334 -2.0145 1.0448  -1.2859
C: 3.1544 0.8905 1.5941  0.5797
C: 4.2091 0.9738 0.6871  -0.0358
C: -3.7036 4.3332 -0.7779  -1.0071
C: 3.3885 0.4662 2.9008  -0.3359
C: -1.1943 2.5421 2.0304  0.9087
C: -2.1785 3.1243 1.1320  0.4018
C: 5.4892 0.6247 1.0837  -0.8557
C: 1.9338 -6.0947 -2.6425  -0.4425
C: 2.2551 -3.4468 -1.9002  0.4169
C: -2.4753 -0.1048 -0.8622  -0.0181
C: -4.3561 -0.9108 -2.1813  -0.8909
C: 5.7160 0.1829 2.3800  -0.4341
C: -3.6484 -1.9367 -0.0302  -0.1868
C: 2.6264 -3.8575 -3.1777  -0.3177
C: 1.7325 -4.3629 -0.9902  -0.2941
C: -4.0294 4.5151 0.5610  -0.5070
H: 1.8155 -7.1298 -2.9304  0.3982
H: -2.1114 2.2295 3.9247  0.3664
H: 6.7144 -0.0961 2.6872  0.4289
H: 1.4661 -4.0466 0.0098  0.3597
H: -0.3383 2.3208 3.9663  0.3818
H: 4.0228 1.3308 -0.3174  0.3138
H: 2.7507 -5.5065 -4.5365  0.3985
H: -3.4697 4.0330 2.5804  0.5059
H: -5.0087 -0.0441 -2.0971  0.3218
H: -1.3069 3.7851 3.7523  0.4478
H: -3.7401 -0.8201 -3.0722  0.3185
H: -4.8684 5.1354 0.8426  0.4570
H: -0.9732 -1.7732 2.8789  0.2596
H: 2.5719 0.4238 3.6077  0.4363
H: -4.2709 4.8075 -1.5647  0.4740
H: -2.9858 -2.7752 1.7936  0.5007
H: 1.1777 -6.4057 -0.6614  0.3983
H: 6.3112 0.7011 0.3861  0.4398
H: -2.3841 3.3138 -2.1365  0.2705
H: 4.8511 -0.2232 4.3004  0.4269
H: -4.4740 -2.6183 -0.1797  0.4417
H: -4.9482 -1.8194 -2.2325  0.3553
H: -0.1507 -0.3967 2.2093  -0.0817
H: 3.0516 -3.1514 -3.8792  0.3515

Calculated values
* orbital gap: 7.14 eV
* net charge: +2
* lowest unoccupied orbital energy: -6.097 eV

Computed, not measured: C25H25B2BeF8N5 as an isolated structure at a distorted geometry, with wB97M-V/def2-TZVPD.

Each line ends with the Mulliken charge.
Geometry (Å):
F: -1.0145 1.0760 -3.7410  -0.3929
F: -0.0725 -1.6515 4.0628  -0.3607
F: 0.7553 -0.0672 2.6508  -0.2014
F: -1.4296 0.0430 3.4883  -0.4552
F: 0.6526 2.3446 -2.9768  -0.3980
F: -1.1061 1.5042 -1.6549  0.0131
F: -0.7675 -1.4178 1.9408  0.0476
F: 0.5491 0.1724 -2.4970  -0.0635
N: 1.4862 -1.9819 -0.0075  0.4325
N: 2.5813 0.9472 -0.0078  0.2720
N: -0.1536 2.6712 1.0440  0.3919
N: -2.6411 0.5979 0.4830  0.3537
N: -1.4631 -1.9640 -1.2236  0.4180
C: -1.7899 -4.3377 -1.4311  -0.9223
C: -0.1768 4.2374 2.9527  -0.8018
C: -3.4264 -0.4686 0.9477  -0.2026
C: -3.2605 1.6887 0.0479  -0.1839
C: 4.2409 2.3541 0.9371  -1.0392
C: 0.4833 5.2122 2.2373  -0.4611
C: 0.4234 3.6993 0.3838  -0.1546
C: 5.0518 2.1546 -0.1755  -0.1156
C: 3.0312 1.6993 0.9920  -0.2400
C: 2.7197 -3.8165 1.0566  -0.7587
C: -5.4078 0.6736 0.4029  -0.0555
C: -4.8386 -0.4472 0.9460  -1.0800
C: -1.9250 -1.8307 -2.4880  -0.2974
C: -2.3829 -2.9546 -3.2470  -0.8314
C: 1.7345 -2.5548 -1.2228  -0.1756
C: -0.4162 2.9638 2.3714  -0.3920
C: 0.7399 4.9417 0.8926  -0.6041
C: 2.4297 -3.7683 -1.3626  -0.8512
C: 4.6485 1.3145 -1.2137  -0.9786
C: -4.6716 1.7667 -0.0141  -1.0499
C: 1.9740 -2.6397 1.1213  -0.3924
C: -1.4903 -3.2169 -0.7451  -0.2191
C: 3.3959 0.7250 -1.0315  -0.1716
C: 2.8232 -4.4242 -0.2051  -0.2821
C: -2.3345 -4.2416 -2.7017  -0.3333
B: -0.1913 1.2943 -2.6750  0.0520
B: -0.3486 -0.7723 3.0486  0.0088
Be: -0.0587 0.2358 0.1422  1.9678
H: 2.8935 0.1404 -1.7879  0.4531
H: -1.7955 -5.3047 -0.9501  0.4620
H: -2.5639 2.4145 -0.3448  0.5054
H: 1.4005 -2.0543 -2.1197  0.4041
H: 3.1109 -4.2416 1.9691  0.4450
H: 1.9247 -2.0308 2.0119  0.3785
H: -6.4822 0.6942 0.2948  0.3705
H: -2.5655 -2.7918 -4.2989  0.3979
H: -1.0655 -3.2331 0.2477  0.4411
H: 5.2229 1.0811 -2.0981  0.4212
H: -2.7433 -5.0647 -3.2690  0.4186
H: -2.8832 -1.3567 1.2352  0.4209
H: 2.3826 1.6303 1.8529  0.5520
H: 4.7144 2.9358 1.7141  0.4202
H: 5.9816 2.6967 -0.2649  0.3849
H: 3.2655 -5.3838 -0.4286  0.3757
H: 1.1283 5.6547 0.1805  0.4551
H: -0.4019 4.2872 4.0079  0.4052
H: -2.0919 -0.8230 -2.8386  0.4370
H: -0.9560 2.1652 2.8584  0.4223
H: -5.4147 -1.3142 1.2338  0.4253
H: 0.6136 3.6258 -0.6767  0.3048
H: 2.5171 -4.3170 -2.2887  0.3979
H: -5.2580 2.6137 -0.3381  0.3908
H: 0.7126 6.2139 2.5699  0.4186

Calculated values
* orbital gap: 8.69 eV
* lowest unoccupied orbital energy: -0.835 eV

Computed, not measured: C25H25BO5 as an isolated structure at a distorted geometry, with wB97M-V/def2-TZVPD.

Each line ends with the Mulliken charge.
Geometry (Å):
O: 0.7965 -2.6784 -2.4882  -0.3848
O: -2.2135 -4.6370 -2.3093  -0.3880
O: -0.6144 -3.3121 -0.5163  -0.4412
O: 0.0904 3.3163 1.7893  -0.5398
O: -1.6217 -1.9979 -2.4082  -0.4403
C: -0.2518 -2.1635 0.1561  -0.7963
C: 1.1913 -1.4816 -1.9006  -0.5817
C: 0.7370 3.6514 5.7760  -0.5647
C: -0.6876 4.8368 0.1552  -0.6352
C: 0.0417 4.5831 -2.1260  -0.7190
C: 0.7022 3.3943 -1.8064  -0.5258
C: -0.9988 -4.1794 -2.6668  0.8660
C: -1.3730 -6.1019 -3.7414  -0.4454
C: 0.6411 2.8795 -0.5042  0.0405
C: 1.7428 1.6792 1.3527  -1.3629
C: -0.6821 5.2837 -1.1508  -0.4426
C: 0.2895 0.2069 -0.2421  -0.7933
C: -0.0160 3.6467 0.4591  0.2027
C: 1.3393 2.6499 3.6395  0.5462
C: 1.1150 2.5195 2.2165  1.1273
C: -0.4260 -5.0629 -3.5704  -0.8467
C: -2.4518 -5.8126 -2.9604  0.1868
C: 0.5616 3.5402 4.4038  -0.4158
C: -0.0170 -1.0586 -0.9517  0.9689
C: 1.4289 1.6222 -0.1185  0.7719
C: -3.7207 -6.4966 -2.7181  -1.2062
C: -1.3009 -0.7914 -1.8323  -0.8189
C: 2.2922 1.8512 4.3163  -0.4809
C: 2.4622 1.9675 5.7001  -0.6597
C: 1.6933 2.8741 6.4458  -0.4701
B: -0.5356 -2.8382 -1.8964  0.4185
H: 1.3839 -0.7259 -2.6885  0.2528
H: 0.2988 0.7782 -1.1935  -0.1190
H: 3.2219 1.3597 6.2003  0.3673
H: -4.5771 -5.8779 -3.0219  0.2640
H: 0.1390 4.3680 6.3349  0.3797
H: -0.1877 4.1620 3.9215  0.3852
H: 2.4053 1.6847 -0.6879  0.6927
H: 2.8950 1.1568 3.7330  0.2763
H: 1.8529 2.9838 7.5230  0.3767
H: 0.6786 -2.3169 0.7383  0.4033
H: -0.5749 0.4432 0.3931  0.5362
H: 0.5713 -4.9482 -4.0180  0.4708
H: 1.3201 2.8504 -2.5380  0.4043
H: 0.0738 4.9337 -3.1504  0.4004
H: -1.2443 -6.9779 -4.3860  0.3787
H: -1.0440 -1.8301 0.8528  0.3790
H: -3.8308 -6.7812 -1.6617  0.2610
H: 2.5372 1.0436 1.7446  0.3199
H: -3.7457 -7.4203 -3.3189  0.3153
H: -1.0774 -0.0265 -2.6035  0.4373
H: 1.1438 -0.2259 0.3107  0.1388
H: 2.1333 -1.6395 -1.3405  0.2871
H: -1.2099 5.3506 0.9610  0.4684
H: -1.2560 6.1772 -1.4117  0.3848
H: -2.1212 -0.4121 -1.1949  0.3692

Calculated values
* orbital gap: 4.04 eV
* lowest unoccupied orbital energy: -1.796 eV

Computed, not measured: one molecule with the formula C25H25ClN4O3S at a distorted geometry, with wB97M-V/def2-TZVPD.

Each line ends with the Mulliken charge.
Geometry (Å):
Cl: -4.7384 -0.0055 -1.2669  -0.2041
S: -0.7835 -0.5572 -2.1773  1.1850
O: -0.0812 -0.6631 -3.4159  -0.7247
O: -0.1927 -1.0996 -0.9899  -0.6278
O: -3.3212 3.6909 1.4987  -0.6561
N: 1.8696 -0.7704 2.8076  0.1170
N: -2.2777 -1.3312 -2.3381  -0.3449
N: -1.3070 2.8085 1.9736  -0.0043
N: -0.0847 2.4141 1.5227  -0.3587
C: 0.5879 -0.4000 3.3678  -0.6891
C: -2.8042 -0.8885 -4.6478  -0.2010
C: 3.4930 -2.5536 2.4720  0.3725
C: 5.8286 -2.3094 3.0001  -0.6067
C: 0.5259 1.1228 3.5711  -0.8117
C: -2.0465 2.7576 -0.3027  0.4185
C: -3.1413 -0.8055 -3.3006  -0.5520
C: 0.7297 1.7400 2.2204  0.4221
C: -1.5784 1.9768 -2.9395  -0.3763
C: 2.0176 1.3394 1.5801  -1.0357
C: 6.1589 -3.1634 1.9603  -0.3547
C: 5.1581 -3.7080 1.1750  -0.6372
C: -5.1873 0.3342 -3.9117  -0.5684
C: -2.1176 3.2247 -2.6660  -0.7998
C: 2.0477 -0.1902 1.4861  -0.4783
C: 2.0580 -2.2134 2.7705  -0.9916
C: -3.6459 -0.3654 -5.6117  -0.7334
C: -2.3015 3.1575 1.1136  -0.1887
C: -2.3561 3.6102 -1.3562  -0.5450
C: 4.5037 -2.0087 3.2551  -0.1783
C: -4.3358 -0.1740 -2.9479  0.8763
C: -1.5429 1.4914 -0.5791  -0.4407
C: 3.8316 -3.4016 1.4276  -0.2969
C: -4.8389 0.2381 -5.2481  -0.4353
C: -1.3054 1.1274 -1.8853  0.3254
H: 2.8540 1.6718 2.1977  0.3463
H: 7.1937 -3.4014 1.7621  0.3787
H: 5.4102 -4.3708 0.3601  0.3761
H: 1.7996 -2.6086 3.7591  0.4134
H: -3.3717 -0.4352 -6.6529  0.3984
H: -0.2513 -0.7123 2.7176  0.2426
H: 6.6073 -1.8800 3.6140  0.3789
H: 3.0533 -3.8215 0.8065  0.3580
H: 1.3334 1.4198 4.2422  0.3271
H: -0.4306 1.3911 4.0229  0.3772
H: -1.4908 2.9297 2.9681  0.2792
H: -5.4998 0.6386 -6.0007  0.4036
H: 1.3945 -2.6875 2.0271  0.3326
H: 1.2703 -0.5301 0.7809  0.2497
H: 0.4723 -0.8979 4.3348  0.4613
H: 2.0963 1.7790 0.5874  0.4058
H: -1.8678 -1.3538 -4.9081  0.4626
H: -2.7795 4.5784 -1.1358  0.4954
H: -6.1076 0.8111 -3.6131  0.4245
H: 3.0186 -0.5118 1.1037  0.5265
H: -2.7096 -1.4197 -1.4262  0.5083
H: 4.2376 -1.3404 4.0602  0.3813
H: -2.3531 3.8966 -3.4769  0.4428
H: -1.3328 0.7759 0.1986  0.5580
H: -1.3687 1.6542 -3.9469  0.5959

Calculated values
* SMILES: O=C(NN=C1CCN(Cc2ccccc2)CC1)c1cccc(S(=O)(=O)Nc2ccccc2Cl)c1
* orbital gap: 9.19 eV
* lowest unoccupied orbital energy: 0.386 eV

Computed, not measured: one molecule with the formula C25H25FN2O4 at a distorted geometry, with wB97M-V/def2-TZVPD.

Each line ends with the Mulliken charge.
Geometry (Å):
F: 5.3469 -3.6082 1.7192  -0.3386
O: -6.5004 -2.3727 -0.3532  -0.3832
O: 2.5410 0.1324 -2.1484  -0.6859
O: -0.4597 1.8200 2.6116  -0.7097
O: 1.1397 3.0774 0.3998  -0.5743
N: -3.9465 -1.4999 0.5414  0.1522
N: 0.0667 -0.1078 1.4855  0.5067
C: 2.7463 -1.1155 1.9064  -0.0893
C: 3.1911 2.8740 -2.6501  -0.8292
C: 1.3205 0.7753 -0.2206  0.5171
C: -2.1285 -1.0443 2.1409  -0.6516
C: -0.6140 -1.0297 2.3635  -1.2392
C: 0.8548 -0.5339 0.3497  -0.0182
C: 3.8573 -1.8645 2.2468  -0.8549
C: 0.0767 1.2337 1.7005  -0.1528
C: 2.0465 -1.3848 0.7370  -0.4631
C: 1.9079 3.4001 -0.6793  0.4267
C: -4.6197 -2.6294 1.1599  -0.4090
C: 2.9579 5.1437 -1.9481  -0.4620
C: 2.4116 2.4440 -1.5726  0.2689
C: 0.8921 1.7854 0.5749  0.9554
C: 4.2638 -2.8744 1.3933  0.4120
C: -5.8364 -1.2963 -0.9704  -0.6445
C: 4.3079 4.6659 -4.0077  -1.4621
C: 3.5919 -3.1520 0.2171  -0.8128
C: -4.3182 -1.4403 -0.8624  -0.4948
C: 2.1880 4.7527 -0.8778  -0.8443
C: 2.4768 -2.4004 -0.1054  0.0324
C: -6.1306 -2.4607 1.0020  -0.7581
C: 3.4730 4.2087 -2.8531  0.8151
C: -2.5083 -1.5186 0.7387  -0.4804
C: 2.1367 1.0032 -1.3970  0.0282
H: -4.3746 -2.6623 2.2217  0.3235
H: -2.5701 -1.6974 2.8933  0.4085
H: -2.5211 -0.0390 2.2920  0.2712
H: -2.0847 -2.5239 0.5552  0.1722
H: -4.0025 -2.3495 -1.4057  0.3013
H: 4.6244 3.8231 -4.6154  0.3507
H: 2.4204 -0.3167 2.5562  0.4404
H: -2.0741 -0.8290 0.0102  0.2468
H: -4.3102 -3.5831 0.6937  0.3407
H: 4.4089 -1.6710 3.1529  0.4400
H: 3.9427 -3.9406 -0.4290  0.4334
H: 3.1708 6.1923 -2.0950  0.4270
H: -6.4448 -1.5505 1.5345  0.3573
H: 0.2410 -1.0854 -0.3730  0.4415
H: 3.5650 2.1139 -3.3202  0.4400
H: 3.7432 5.3561 -4.6328  0.3363
H: -6.6601 -3.3235 1.4096  0.3662
H: 5.1925 5.1908 -3.6496  0.3348
H: -3.8409 -0.5718 -1.3212  0.3728
H: 1.7891 5.4690 -0.1772  0.4698
H: -0.1896 -2.0235 2.2026  0.4243
H: -6.1388 -0.3503 -0.4968  0.3520
H: -6.1509 -1.2987 -2.0154  0.3531
H: -0.4184 -0.7194 3.3947  0.4049
H: 1.9501 -2.5929 -1.0270  0.4345

Calculated values
* SMILES: Cc1ccc2oc3c(c(=O)c2c1)[C@@H](c1ccc(F)cc1)N(CCCN1CCOCC1)C3=O
* orbital gap: 8.57 eV
* lowest unoccupied orbital energy: -0.321 eV

Computed, not measured: C25H25GeNO5Ru as an isolated structure, with wB97M-V/def2-TZVPD.

Each line ends with the Mulliken spin population.
Geometry (Å):
Ru: -0.0544 0.2455 -0.3086  2.9847
Ge: 2.0163 2.7409 -1.3201  -0.1190
O: 1.2786 -1.6389 -1.0210  0.0659
O: -3.6443 -0.3535 0.0212  0.0100
O: 1.5065 0.3832 3.3870  0.0271
O: -1.6887 -0.5461 -1.1013  0.1311
O: 1.0443 0.7884 1.2390  0.0261
N: -0.5608 -1.4107 1.1802  -0.0408
C: 2.6324 5.6405 -5.0283  0.0004
C: 1.2665 4.0560 -3.8429  -0.0116
C: 0.7169 -2.8096 -0.4128  0.0045
C: 3.6188 1.6240 -1.1893  0.0487
C: 5.0832 0.1717 0.0744  0.0030
C: 1.4993 5.3013 2.6333  0.0004
C: 1.8195 3.7833 0.3116  0.0206
C: 2.2476 3.9118 -2.8644  0.0252
C: 3.4250 4.6516 -2.9868  0.0074
C: 0.4426 -2.4776 1.0367  -0.0218
C: 0.4697 1.6198 -1.5945  0.8142
C: 0.3921 4.9569 1.8706  0.0206
C: 2.9234 4.1428 1.0813  0.0005
C: 3.9943 1.0325 0.0188  0.0050
C: 0.8183 0.2183 2.4158  0.0018
C: 2.7651 4.8967 2.2368  0.0005
C: 4.3551 1.3292 -2.3364  -0.0175
C: -2.5455 -0.8158 -0.1105  -0.0287
C: 1.4565 4.9145 -4.9195  0.0073
C: -1.9433 -1.8262 0.8769  0.0405
C: 5.8075 -0.1127 -1.0753  0.0035
C: -0.4145 -0.6967 2.4567  0.0036
C: 3.6181 5.5099 -4.0596  0.0013
C: 5.4433 0.4670 -2.2821  0.0019
C: 0.5534 4.2031 0.7163  0.0406
H: 2.7807 6.3097 -5.8665  0.0000
H: 1.2553 -1.7138 -1.9821  -0.0150
H: 0.6839 5.0168 -5.6715  0.0002
H: -1.2883 -0.0573 2.6004  0.0177
H: -0.3341 -1.3734 3.3103  0.0000
H: 4.2032 4.5537 -2.2367  -0.0003
H: -1.9345 -2.7977 0.3809  0.0006
H: 0.3394 3.5002 -3.7656  -0.0031
H: 3.6303 5.1627 2.8313  0.0000
H: 0.1270 -3.3837 1.5666  -0.0011
H: 3.4292 1.2367 0.9201  -0.0056
H: 1.3749 5.8838 3.5374  0.0003
H: 5.3669 -0.2750 1.0197  -0.0009
H: -2.5503 -1.9056 1.7773  0.0022
H: 4.5369 6.0773 -4.1404  0.0000
H: 4.0824 1.7859 -3.2819  0.0008
H: 1.4341 -3.6313 -0.4596  0.0002
H: -0.5968 5.2753 2.1767  0.0013
H: -0.0384 1.5959 -2.5589  -0.0282
H: 3.9172 3.8269 0.7841  0.0008
H: 6.6577 -0.7819 -1.0304  0.0002
H: 1.3719 -2.1296 1.4923  -0.0016
H: -0.3165 3.9305 0.1274  -0.0288
H: -0.1956 -3.1026 -0.9372  0.0046
H: 6.0095 0.2518 -3.1801  -0.0010

Calculated values
* spin multiplicity: 5
* expectation value of S²: 6.01
* orbital gap (spin up / spin down): 7.75 / 7.85 eV
* lowest unoccupied orbital energy (spin up / spin down): 0.132 / -1.032 eV

| no. | total energy (eV) |
| --- | --- |
| 1 | -316755.9034 |
| 2 | -57285.5129 |
| 3 | -37238.7135 |
| 4 | -61790.9812 |
| 5 | -40218.8388 |
| 6 | -97153.5568 |